Entry 1:
Entry from the OMol25 dataset: an isolated ion of composition C5H11N3 and charge +2 (ωB97M-V/def2-TZVPD).

ΔE to the lowest compared entry with this formula, charge and spin, eV: 4.762
Orbital gap, hartree: 0.256

```
! wB97M-V def2-TZVPD RIJCOSX def2/J DEFGRID3
* xyz 2 1
N -2.215 -1.334 -0.233
N 0.782 0.155 -0.294
N 2.974 0.980 -0.479
C 2.423 -1.293 0.441
C -0.381 0.210 -0.561
C 2.163 -0.005 -0.265
C -1.791 0.064 -0.530
C -2.511 1.129 0.460
H -3.267 -1.286 -0.299
H 2.692 1.746 -1.072
H 3.471 -1.579 0.552
H 2.149 -2.129 -0.215
H 3.980 1.022 -0.220
H 1.786 -1.380 1.341
H -3.577 0.865 0.168
H -2.180 0.908 1.462
H -1.977 0.359 -1.592
H -1.973 -1.671 0.691
H -2.277 2.110 0.043
*
```

Entry 2:
Entry from the OMol25 dataset: C18H13F3MnN5S as an isolated structure (ωB97M-V/def2-TZVPD).

Orbital gap (alpha / beta), hartree: 0.237 / 0.183

```
! wB97M-V def2-TZVPD RIJCOSX def2/J DEFGRID3
* xyz 3 4
Mn 2.156 -1.195 0.161
S 2.671 0.922 0.520
F 3.852 3.973 -2.678
F 4.617 3.101 -0.842
F 2.533 3.676 -0.976
N 2.448 -0.418 -1.620
N 2.494 -2.087 1.859
N -1.932 -0.650 0.359
N -7.514 2.945 1.445
N 0.195 -1.173 0.190
C 3.206 1.778 -2.156
C 3.281 1.400 -3.489
C -6.547 2.323 1.258
C -4.353 -0.532 0.496
C 3.319 -3.409 3.942
C -0.563 -2.305 -0.133
C -4.107 2.214 1.126
C -0.636 -0.210 0.478
C -3.087 0.103 0.589
C -1.865 -1.994 -0.040
C -2.981 1.486 0.908
C 3.569 3.165 -1.669
C 2.940 0.104 -3.873
C 2.856 -2.669 2.781
C -5.485 0.187 0.714
C -5.390 1.581 1.034
C 2.796 0.825 -1.249
C 2.520 -0.789 -2.916
H -2.023 1.978 0.974
H -0.343 0.783 0.772
H 3.612 2.122 -4.225
H 2.244 -1.806 -3.162
H 3.002 -0.205 -4.907
H -4.438 -1.582 0.261
H -0.123 -3.249 -0.407
H 4.010 -4.184 3.608
H -2.729 -2.605 -0.221
H 2.469 -3.864 4.450
H -4.052 3.267 1.367
H 3.837 -2.727 4.618
H -6.461 -0.278 0.652
*
```

Entry 3:
Entry from the OMol25 dataset: one molecule with the formula C18H18N2O3S (ωB97M-V/def2-TZVPD).

ΔE to the lowest compared entry with this formula, charge and spin, eV: 1.070
Orbital gap, hartree: 0.318

```
! wB97M-V def2-TZVPD RIJCOSX def2/J DEFGRID3
* xyz 0 1
S -1.503 3.238 -0.613
O -2.027 -0.211 -1.060
O -4.633 -0.884 -0.583
O -5.670 -2.237 0.828
N 0.177 -0.242 -0.697
N 1.315 -0.870 -0.337
C -1.032 -0.840 -0.726
C 3.655 -0.450 -0.052
C -0.420 2.019 -0.044
C 2.305 -0.056 -0.387
C -3.270 -2.229 0.874
C 3.919 -1.767 0.336
C 5.203 -2.157 0.656
C -0.441 1.927 1.316
C 5.994 0.064 0.212
C -2.442 -2.867 -0.257
C -1.331 2.847 1.911
C -1.968 3.620 0.995
C 0.379 1.193 -0.995
C -1.027 -2.298 -0.330
C -4.647 -1.795 0.382
C 1.901 1.337 -0.825
C 4.710 0.463 -0.110
C 6.244 -1.244 0.595
H 7.249 -1.550 0.845
H 5.397 -3.177 0.954
H -1.487 2.925 2.972
H 6.803 0.777 0.163
H 2.396 1.612 -1.757
H -3.718 -0.596 -0.820
H -0.515 -2.394 0.629
H -2.766 -1.337 1.254
H -2.932 -2.698 -1.219
H -2.689 4.394 1.164
H -0.433 -2.841 -1.068
H 2.151 2.076 -0.063
H 0.045 1.388 -2.018
H 4.528 1.484 -0.408
H 0.154 1.225 1.875
H -3.405 -2.924 1.702
H 3.098 -2.466 0.377
H -2.386 -3.945 -0.107
*
```

Entry 4:
Entry from the OMol25 dataset: an isolated ion of composition C3H10N3O2 and charge +1 (ωB97M-V/def2-TZVPD).

ΔE to the lowest compared entry with this formula, charge and spin, eV: 8.981
Orbital gap, hartree: 0.422

```
! wB97M-V def2-TZVPD RIJCOSX def2/J DEFGRID3
* xyz 1 1
O -2.180 1.181 0.097
O -3.020 -0.899 0.044
N -1.015 -0.713 -0.014
N 0.250 -0.041 0.063
N -2.041 -0.001 0.018
C 1.247 -1.282 0.226
C 0.664 0.622 -1.247
C 0.693 0.821 1.170
H 0.771 -2.191 -0.170
H 1.318 -1.351 1.302
H 2.301 -1.177 -0.218
H 0.380 0.535 2.200
H -0.153 1.367 -1.704
H 0.247 1.725 0.998
H -3.508 -0.785 -0.801
H 0.853 -0.093 -1.961
H 1.451 1.335 -1.190
H 1.742 0.948 1.187
*
```

Entry 5:
Entry from the OMol25 dataset: a 2-piece molecular cluster, C5H9NO4 overall (ωB97M-V/def2-TZVPD).

ΔE to the lowest compared entry with this formula, charge and spin, eV: 1.570
Orbital gap, hartree: 0.387

```
! wB97M-V def2-TZVPD RIJCOSX def2/J DEFGRID3
* xyz 0 1
O 0.482 1.602 0.830
O -2.654 1.496 -0.937
O 0.611 2.895 -0.995
O -1.676 0.183 1.721
N 0.581 0.520 -1.134
C 0.669 -1.868 -0.416
C 0.665 0.231 1.149
C -0.605 -0.374 1.717
C 1.126 -0.438 -0.180
C 0.426 1.806 -0.508
H 0.991 -2.515 0.411
H 2.225 -0.403 -0.211
H 1.445 0.146 1.917
H -2.145 0.656 -1.253
H -0.423 -1.937 -0.517
H -0.500 -1.423 2.063
H 0.876 0.491 -2.102
H -3.215 1.177 -0.215
H 1.120 -2.246 -1.342
*
```

Entry 6:
Entry from the OMol25 dataset: a 2-piece molecular cluster, C6H9NO overall (ωB97M-V/def2-TZVPD).

ΔE to the lowest compared entry with this formula, charge and spin, eV: 4.068
Orbital gap, hartree: 0.375

```
! wB97M-V def2-TZVPD RIJCOSX def2/J DEFGRID3
* xyz 0 1
O 0.403 3.465 0.026
N -0.219 -0.172 -0.178
C 1.152 3.982 1.307
C -0.524 -2.926 -0.484
C -1.286 -2.396 0.544
C 0.481 -2.166 -1.274
C -1.000 -0.985 0.658
C 0.672 -0.808 -1.086
H 0.815 -2.540 -2.142
H 0.955 5.078 1.624
H -0.152 2.586 0.459
H 2.255 4.045 0.936
H -2.204 -2.835 1.017
H 1.100 0.107 -1.746
H -0.671 -4.011 -0.626
H -1.535 -0.345 1.350
H 0.779 3.200 2.181
*
```

Entry 7:
Entry from the OMol25 dataset: C36H38F6N2O18S as an isolated structure (ωB97M-V/def2-TZVPD).

Orbital gap, hartree: 0.268

```
! wB97M-V def2-TZVPD RIJCOSX def2/J DEFGRID3
* xyz 0 1
S 4.124 5.818 0.005
F 1.259 -1.102 -8.666
F -6.144 -0.317 -0.216
F 0.529 -2.997 -4.063
F 3.141 2.953 8.782
F -0.104 -10.228 -4.975
F 1.601 9.537 2.018
O -2.701 -2.934 -2.899
O 0.387 6.363 2.502
O -0.923 -1.567 -3.103
O 0.051 -4.282 -8.219
O -0.353 -2.178 -7.523
O 0.012 8.474 3.203
O -1.349 -7.055 -4.593
O 0.319 1.135 8.067
O -7.698 -1.536 -1.295
O -1.398 6.818 3.807
O -8.572 -2.905 -2.867
O 2.548 1.047 7.743
O 0.303 -6.117 -3.380
O 0.376 -8.317 -3.887
O 1.250 -0.706 7.159
O -2.909 -0.742 -2.408
O -6.341 -2.829 -2.549
O -1.766 -3.844 -6.957
N 3.060 4.775 -0.719
N 4.797 5.085 1.334
C -0.177 -7.072 -3.906
C 3.174 3.667 0.150
C -5.509 -1.984 -1.756
C -0.655 -9.200 -4.286
C -6.437 -1.566 -0.655
C 2.215 -1.823 2.595
C 2.430 2.377 0.074
C 0.992 -2.225 -7.958
C -0.054 2.120 -0.328
C 2.592 1.279 1.028
C -7.627 -2.465 -2.295
C -1.575 2.847 1.669
C -2.717 2.044 1.171
C 0.877 2.308 8.651
C 1.354 2.136 -1.068
C 4.330 2.708 2.300
C -0.428 7.182 3.225
C -1.506 -8.345 -5.177
C -2.542 1.311 -0.101
C 4.155 3.822 1.310
C -1.644 -3.697 -3.481
C -2.243 -1.662 -2.771
C 2.533 0.518 4.286
C -0.433 -2.897 -3.113
C -1.686 3.660 3.022
C -0.785 -3.470 -7.515
C 3.566 1.465 2.166
C -1.210 1.353 -0.841
C 3.649 -1.149 2.578
C 1.345 7.200 1.859
C -0.287 2.883 0.935
C 3.697 0.307 3.212
C 1.361 0.386 7.615
C 1.345 8.416 2.736
C 2.209 2.402 7.967
C 1.020 -3.439 -8.837
H 1.999 -3.917 -8.860
H 1.013 7.416 0.841
H 1.411 2.913 -1.872
H 1.958 -2.153 3.636
H 1.958 0.362 0.895
H 0.506 3.529 1.405
H 2.190 2.937 7.014
H 2.030 8.359 3.586
H 2.322 6.719 1.815
H 4.712 0.438 3.700
H -1.871 2.899 3.831
H -5.166 -1.143 -2.359
H 1.656 -2.280 -7.092
H 1.464 1.092 -1.493
H 1.513 0.538 3.799
H 1.386 -1.122 2.279
H -0.011 -3.140 -2.135
H -6.472 -2.255 0.192
H 0.711 -3.222 -9.863
H 5.039 2.834 3.161
H 4.091 -1.091 1.537
H -3.652 2.028 1.779
H -3.435 0.736 -0.466
H 0.249 3.178 8.462
H -1.795 -3.760 -4.561
H 0.969 2.168 9.731
H -1.616 -4.704 -3.073
H -1.146 -8.323 -6.208
H 4.320 -1.797 3.221
H -1.171 -9.584 -3.403
H -2.551 -8.652 -5.177
H -4.641 -2.525 -1.385
H -2.484 4.442 2.997
H -0.665 4.094 3.237
H -1.115 0.763 -1.782
H 2.649 1.496 4.844
H 2.262 -2.732 1.923
H 2.555 -0.288 5.079
*
```

Entry 8:
Entry from the OMol25 dataset: C22H29BrN5O7TcTe as an isolated structure (ωB97M-V/def2-TZVPD).

ΔE to the lowest compared entry with this formula, charge and spin, eV: 1.779
Orbital gap (alpha / beta), hartree: 0.271 / 0.225

```
! wB97M-V def2-TZVPD RIJCOSX def2/J DEFGRID3
* xyz 1 4
Te 2.023 -3.044 -0.092
Tc 0.833 -0.689 -0.097
Br 0.733 -0.469 -2.779
O 5.583 1.226 -3.577
O -1.961 2.287 0.164
O -1.064 -1.116 0.202
O 1.270 2.691 2.483
O -0.063 1.161 -0.296
O 2.244 0.983 1.401
O -3.133 -0.301 0.544
N -2.185 4.291 1.512
N -1.535 2.888 3.204
N 2.694 -0.081 -0.997
N -3.780 3.312 2.882
N 0.704 -0.816 2.039
C -1.718 2.048 4.380
C 2.494 0.061 -2.306
C -1.346 1.258 0.038
C -2.497 3.475 2.532
C -0.669 -3.890 -1.872
C 1.811 -5.080 2.446
C 4.924 0.646 -1.339
C 3.914 0.216 -0.516
C 0.741 -5.329 1.404
C -2.020 -7.899 0.817
C -1.127 -6.694 0.650
C -1.278 -5.851 -0.447
C -0.354 1.571 4.902
C 3.410 0.495 -3.214
C 0.570 -4.521 0.276
C -0.445 -4.760 -0.660
C -0.124 -6.408 1.567
C 4.674 0.797 -2.703
C -1.985 -0.116 0.285
C 1.358 1.498 2.139
C 0.311 0.481 2.644
C 0.199 0.349 4.163
H 2.801 -5.366 2.083
H 3.184 0.603 -4.266
H 6.426 1.408 -3.146
H -4.509 3.659 2.285
H -1.895 -8.358 1.798
H 0.362 2.391 4.861
H -0.474 1.305 5.952
H 1.184 0.087 4.566
H 1.610 -5.659 3.345
H 4.039 0.130 0.552
H 1.861 -4.028 2.732
H -0.574 2.914 2.813
H -2.339 1.181 4.119
H -1.239 4.236 1.166
H 0.048 -1.555 2.271
H -2.073 -6.047 -1.162
H -3.073 -7.636 0.691
H 1.619 -1.066 2.394
H -0.931 -2.874 -1.573
H -2.237 2.605 5.164
H -4.029 2.581 3.523
H -2.884 4.462 0.810
H -0.667 0.742 2.242
H 5.894 0.878 -0.917
H -1.484 -4.282 -2.479
H -1.783 -8.654 0.062
H 0.224 -3.843 -2.502
H -0.011 -7.039 2.444
H -0.469 -0.492 4.382
*
```

Entry 9:
Entry from the OMol25 dataset: C65H80N8O4SSbSeTi as an isolated structure (ωB97M-V/def2-TZVPD).

ΔE to the lowest compared entry with this formula, charge and spin, eV: 0.539
Orbital gap, hartree: 0.175

```
! wB97M-V def2-TZVPD RIJCOSX def2/J DEFGRID3
* xyz -1 1
Sb 1.749 -2.305 1.898
Se -1.119 1.448 2.149
Ti 0.456 0.703 -0.238
S 1.891 1.122 1.638
O -0.813 -0.697 0.063
O 1.501 2.049 -1.193
O 2.833 2.748 -2.793
O -1.028 2.061 -0.727
N 4.011 1.074 -4.804
N 5.904 0.729 -3.577
N 0.206 0.288 -2.528
N 3.479 0.241 -0.352
N 5.651 1.456 0.562
N 2.307 -0.399 -0.744
N 4.460 1.585 1.290
N 5.587 -0.434 -5.572
C 6.535 -2.005 -0.397
C -3.001 4.386 -3.130
C 2.904 -2.034 3.735
C -4.706 5.503 1.873
C 2.821 -2.995 4.746
C 5.865 -0.963 0.226
C -6.050 -0.684 2.424
C 1.539 -2.223 -2.090
C -4.347 6.994 1.910
C -1.848 4.679 -2.162
C -2.895 3.683 1.930
C -0.278 -1.610 4.128
C 4.565 -1.896 5.988
C -3.567 4.693 1.257
C -7.116 -0.455 1.342
C 1.890 1.973 -5.645
C 3.436 0.946 0.753
C -5.970 5.311 1.020
C -6.203 0.408 3.484
C -0.091 -2.433 3.015
C 2.298 -4.439 2.018
C 1.713 -3.129 -3.121
C 2.914 -3.188 -3.826
C 7.425 0.586 -0.770
C 3.788 -1.421 -2.405
C -2.218 4.175 -0.754
C -4.075 -2.210 -2.118
C 6.274 0.370 0.022
C -4.660 -0.669 1.796
C -3.642 0.169 2.216
C 3.949 -2.343 -3.429
C 3.119 1.076 -5.953
C -1.463 -1.657 4.853
C -1.697 3.017 -0.119
C 1.916 2.019 -2.373
C 3.670 -4.672 1.876
C 3.807 -0.984 3.888
C -3.112 -1.610 0.113
C -1.992 2.889 1.251
C -1.580 6.192 -2.126
C -2.410 0.137 1.592
C -1.143 -3.253 2.611
C -3.082 -2.646 -1.029
C -6.292 -2.046 3.093
C -3.167 4.921 -0.058
C -2.329 -3.304 3.334
C 2.547 -1.300 -1.732
C -2.480 -2.520 4.470
C 4.199 -5.953 1.924
C 3.644 -2.931 5.861
C 1.990 -6.835 2.233
C -4.347 -1.524 0.751
C 5.131 0.443 -4.644
C 4.635 -0.919 5.007
C -3.479 -4.034 -0.505
C 8.092 -0.471 -1.369
C -2.074 -0.739 0.546
C 1.468 -5.544 2.188
C 3.355 -7.044 2.104
C 1.294 0.929 -3.289
C 7.644 -1.780 -1.209
C 0.842 1.340 -4.704
C -5.020 5.041 3.297
C -1.721 -2.800 -1.681
C -0.573 4.034 -2.707
H -0.002 2.027 -4.616
H -3.496 -4.750 -1.332
H 3.758 -8.050 2.138
H 0.515 -0.938 4.437
H -1.590 -1.017 5.719
H 6.412 -0.041 -3.156
H -3.836 -1.201 -2.465
H -6.816 5.853 1.454
H -1.038 -3.856 1.714
H -2.469 6.775 -1.884
H -3.915 4.899 -2.819
H 4.345 -3.826 1.752
H -3.626 5.753 -0.582
H 0.470 0.432 -5.186
H 5.268 -6.103 1.821
H 3.578 -3.694 6.628
H 0.911 -3.818 -3.370
H -5.539 -2.227 3.864
H -5.498 0.265 4.307
H -3.780 0.881 3.019
H -7.106 -1.252 0.596
H 4.862 -0.897 -6.099
H 2.108 -3.808 4.663
H -6.229 4.251 0.958
H -5.153 7.568 2.377
H -4.021 -2.893 -2.971
H -3.141 -3.945 3.007
H -6.037 1.400 3.054
H -6.231 -2.859 2.365
H 1.328 -7.683 2.372
H 0.639 -2.208 -1.503
H -5.283 3.980 3.316
H -0.662 0.811 -2.626
H -5.867 5.608 3.690
H -6.939 0.493 0.828
H -4.465 -4.036 -0.037
H 8.160 -2.603 -1.689
H 6.179 -3.018 -0.242
H 5.342 -0.102 5.101
H 4.916 -2.427 -3.918
H 8.976 -0.271 -1.966
H -5.105 -2.203 -1.754
H -1.225 6.521 -3.107
H 2.241 2.910 -5.212
H -0.356 4.430 -3.705
H -1.761 -3.582 -2.445
H 2.789 0.057 -6.181
H 3.876 -0.196 3.146
H 7.782 1.602 -0.910
H -7.214 0.380 3.895
H -1.421 -1.868 -2.149
H -3.211 3.314 -3.160
H 3.638 1.461 -6.834
H -7.281 -2.074 3.560
H -5.820 5.678 0.002
H -0.809 6.421 -1.388
H -8.113 -0.426 1.792
H -0.689 2.958 -2.761
H 5.028 -1.169 0.874
H -3.431 7.155 2.483
H -0.977 -3.076 -0.938
H 0.068 -0.665 -2.834
H -4.168 5.198 3.962
H -2.748 4.720 -4.141
H 3.727 1.767 -4.038
H 5.218 -1.852 6.852
H 6.209 2.286 0.633
H 5.455 1.309 -2.872
H -3.067 3.483 2.980
H -2.756 -4.385 0.235
H -5.130 -2.189 0.402
H -4.189 7.390 0.904
H -3.394 -2.576 5.050
H 3.053 -3.902 -4.629
H 0.400 -5.412 2.320
H 6.288 -1.076 -5.232
H 1.394 2.207 -6.588
H 0.281 4.239 -2.059
H 2.074 0.177 -3.415
H 4.597 -0.796 -2.066
*
```

Entry 10:
Entry from the OMol25 dataset: an isolated ion of composition C7H5FN3 and charge +1 (ωB97M-V/def2-TZVPD).

ΔE to the lowest compared entry with this formula, charge and spin, eV: 0.000
Orbital gap, hartree: 0.300

```
! wB97M-V def2-TZVPD RIJCOSX def2/J DEFGRID3
* xyz 1 1
F 1.487 2.398 0.024
N -1.913 -0.572 0.057
N -1.332 0.627 0.019
N 2.680 -0.991 0.004
C -1.881 1.768 -0.022
C -1.046 -1.525 0.047
C 0.332 -1.067 0.007
C 1.572 -1.707 -0.023
C 2.655 0.315 0.033
C 1.459 1.079 0.013
C 0.327 0.324 0.008
H -1.364 -2.552 0.068
H 3.608 0.829 0.079
H -2.964 1.846 -0.020
H 1.676 -2.781 -0.075
H -1.280 2.666 -0.064
*
```

no.,total energy (eV)
1,-9813.181
2,-76605.800
3,-38916.618
4,-11825.255
5,-15010.674
6,-9901.537
7,-104920.859
8,-124598.946
9,-194654.236
10,-14518.055